[1]
Below is a molecular structure, C39H57BN8Pd, with properties calculated with wB97M-V/def2-TZVPD.

Its HOMO energy is 0.304 eV. Its net charge is -2. The multiplicity is 1. As for the HOMO-LUMO gap: 0.15091 Eh.

Geometry (Å):
H  3.190  4.023  -0.037
C  1.591  5.030  2.250
H  1.539  5.435  1.244
H  0.971  -2.068  1.017
N  -1.253  1.861  1.064
N  -0.583  1.392  -1.595
C  3.038  0.241  -3.370
C  -0.836  -4.476  -0.980
H  -3.996  1.219  2.450
C  0.366  4.841  -2.516
H  2.211  5.886  -2.945
C  -2.244  0.508  -3.202
B  0.720  2.851  0.028
C  -2.012  1.900  2.135
H  -0.379  5.659  2.749
H  -1.258  -1.117  -2.123
C  -0.185  3.449  -2.355
C  4.571  2.919  -1.229
C  2.962  1.932  -5.598
H  -3.399  0.066  -4.980
H  4.708  0.762  1.561
N  -0.183  -3.308  -1.098
H  -0.977  -1.140  -3.857
H  5.438  4.620  0.763
H  3.832  2.635  -1.977
C  1.908  -2.353  1.522
C  3.913  3.222  0.117
C  -1.055  2.848  -3.231
H  -3.180  1.800  -4.703
H  -1.763  -4.521  -0.421
C  0.224  4.747  2.860
H  5.167  0.372  -3.550
H  -0.529  4.398  4.886
N  -0.369  2.879  1.146
C  -1.654  3.001  2.938
H  2.112  5.756  2.881
H  1.699  -3.204  2.178
C  -2.991  0.780  2.372
H  0.912  0.310  -3.428
N  1.827  1.838  0.490
H  -1.699  -0.399  3.633
H  0.999  3.605  4.526
H  -1.439  3.284  -4.139
C  0.932  -3.598  -1.827
C  -2.695  0.824  -4.627
C  4.957  3.705  1.122
C  -1.274  1.557  -2.702
H  -1.838  0.821  -5.308
H  -1.293  5.919  -1.627
C  3.678  0.932  1.295
H  1.854  -1.011  3.174
C  4.182  1.523  -5.074
H  5.109  1.861  -5.523
C  1.969  -2.629  -2.115
H  -2.550  -1.632  -3.212
H  5.117  3.790  -1.607
H  4.519  3.904  2.101
H  -0.480  -6.568  -1.667
C  2.564  0.103  1.541
H  2.283  4.143  -3.266
C  3.077  -0.598  -2.113
H  2.344  4.741  -1.609
C  -0.584  3.591  2.290
H  1.778  -5.443  -2.726
C  -0.209  5.852  -1.523
H  0.219  6.844  -1.696
C  1.821  0.645  -3.907
C  -1.730  -0.920  -3.092
H  -3.471  0.117  0.344
C  -2.975  -0.248  1.245
H  2.914  -3.063  -2.493
H  4.582  -1.748  2.014
C  0.992  -4.957  -2.162
H  0.823  1.815  -5.388
H  3.182  0.090  -1.266
H  5.273  2.086  -1.127
N  1.466  0.651  1.054
H  -3.484  -1.158  1.576
C  1.891  4.902  -2.586
H  -3.125  0.586  -2.550
N  0.089  2.559  -1.362
H  2.929  2.595  -6.455
H  -1.940  -0.533  0.941
H  1.234  3.920  -0.069
Pd  -0.249  -0.814  -0.198
H  0.001  5.567  -0.492
H  2.197  4.124  2.206
H  3.846  -2.477  3.441
H  3.988  -1.223  -2.112
H  0.956  5.356  4.814
H  -3.423  -0.671  3.931
H  2.591  -2.686  0.735
H  4.323  -0.770  3.463
N  1.878  -1.378  -1.905
C  1.784  1.490  -5.008
C  2.510  -1.197  2.313
C  -0.168  -5.534  -1.621
C  -2.673  0.092  3.703
H  5.737  2.951  1.259
C  3.894  -1.562  2.844
H  -2.632  0.800  4.535
C  3.163  2.027  0.631
H  -2.078  3.300  3.883
C  4.215  0.685  -3.967
H  0.002  5.133  -3.510
C  0.418  4.516  4.364

---

[2]
Below is a molecular structure, C39H57MnN8O6PSSiTe, with properties calculated with wB97M-V/def2-TZVPD.

The energy relative to the best compared isomer or geometry (same formula, charge and spin) comes out at 0.0 kcal per mole. Its HOMO energy (alpha / beta) is -9.813 / -9.812 eV. Its expectation value of S² is 6.15. Its net charge is +1. The multiplicity is 5. As for the HOMO-LUMO gap (alpha / beta): 0.19701 / 0.22720 Eh.

Geometry (Å):
H  3.196  1.082  4.389
C  1.550  3.473  -2.816
H  0.166  -6.787  -1.172
H  -0.426  0.759  8.398
H  1.736  5.556  -2.398
N  0.829  -1.669  0.268
C  -0.635  1.798  1.513
C  5.478  1.612  -1.331
H  -2.759  -5.942  -1.157
H  4.394  2.007  -3.159
H  -1.474  1.589  -4.819
H  -0.154  -7.110  -3.665
C  0.242  3.178  5.556
C  1.608  -2.746  -5.555
H  0.521  4.558  7.176
H  -3.620  -1.450  -3.643
C  0.914  -1.466  1.595
H  4.933  0.547  2.715
N  1.871  -3.620  1.930
C  -0.051  -5.733  -1.346
H  -3.801  -3.938  -6.464
N  0.052  2.691  7.892
H  5.965  1.218  -3.374
H  -0.445  -5.306  -0.423
H  2.680  -4.781  -4.103
C  -0.569  1.040  -4.556
C  -2.187  2.371  -1.678
S  -1.292  -1.223  -1.917
C  -0.232  1.432  7.571
H  -2.703  -0.430  -5.733
H  0.860  -0.461  4.182
H  1.666  -0.643  -3.642
C  1.840  -3.771  0.621
H  -2.183  -7.381  -2.016
H  0.330  -5.469  -4.100
C  -0.653  2.228  2.829
O  2.189  0.489  -0.430
H  4.499  2.260  4.552
H  0.643  3.682  -4.816
C  0.790  3.116  -3.913
C  -3.762  -2.378  -4.199
O  0.849  -3.050  -3.261
C  -0.052  1.860  5.229
C  -0.094  1.422  3.815
Si  -0.759  -2.877  -3.220
H  -2.380  1.763  -2.554
H  4.593  0.284  -2.772
H  2.953  4.545  -1.610
H  4.928  2.220  2.129
H  3.061  4.882  -3.342
P  3.563  0.505  0.233
H  2.501  -2.593  -6.162
H  -4.744  -2.344  -4.671
H  -1.451  4.478  1.325
H  3.006  2.712  3.719
O  4.323  1.729  -0.471
H  -2.739  -4.688  -5.270
O  -1.437  -4.187  -2.562
C  -1.681  3.862  0.464
N  1.447  2.465  -1.948
Te  4.752  -1.498  0.312
C  1.994  -2.728  -4.085
C  5.076  1.261  -2.744
H  3.231  -0.980  -4.374
H  1.466  -2.329  3.479
H  3.962  -3.575  -4.293
N  -1.524  1.799  -0.686
H  5.956  2.589  -1.280
H  -3.747  -3.212  -3.496
H  -2.051  -3.979  -6.740
C  1.421  -2.463  2.407
C  -0.291  0.968  6.266
H  0.881  -5.230  -1.615
H  2.959  -1.382  -2.673
C  0.273  1.847  -3.629
H  1.162  -3.703  -5.828
H  -3.113  -6.147  -2.878
Mn  0.340  -0.082  -0.921
H  -3.159  4.155  -2.401
C  4.316  1.438  2.582
N  -0.083  0.637  1.164
H  0.888  -1.960  -5.785
H  1.968  2.309  -1.094
H  -1.133  3.159  3.097
C  0.408  -0.168  2.103
C  -2.606  3.693  -1.593
O  -1.366  -2.493  -4.668
O  3.238  1.120  1.678
C  -0.511  -6.086  -3.779
H  -0.547  -0.065  6.069
N  0.673  1.455  -2.411
H  1.273  -2.947  -1.298
H  -0.023  0.865  -5.484
C  -2.363  -6.310  -2.103
C  -1.076  -5.584  -2.457
H  -1.888  -1.441  -6.939
C  -1.295  2.529  0.402
N  -2.333  4.446  -0.534
C  2.494  -1.354  -3.662
C  0.285  3.538  6.894
C  -2.687  -2.537  -5.265
C  -2.826  -3.869  -5.981
C  3.027  -3.799  -3.778
H  2.246  -4.685  0.207
C  3.714  1.899  3.888
H  -3.656  -1.426  -6.839
H  0.461  3.910  4.789
C  -2.735  -1.385  -6.255
C  1.313  -2.800  -0.227
C  2.373  4.680  -2.522
H  -1.271  -6.080  -4.558
H  6.155  0.867  -0.913
C  0.420  0.187  3.439
H  -0.851  0.082  -4.134
H  3.229  -3.832  -2.706